Molecular formula: C6H11N2O2
Method: DFT, ωB97M-V/def2-TZVPD

Calculated values
energy relative to the best compared isomer or geometry (same formula, charge and spin): 153.6 kcal per mole
charge: +1
orbital gap (alpha / beta): 0.2589 / 0.2592 Ha
spin multiplicity: 1
molecular weight: 143.2 g/mol
lowest unoccupied orbital energy (alpha / beta): -4.59 / -4.58 eV
HOMO energy (alpha / beta): -11.6 / -11.6 eV

Structure (XYZ):
```
21
Properties=species:S:1:pos:R:3:forces:R:3
C 0.534 -0.176 0.888 -1.3 0.7 -2.4
C 0.280 0.407 -0.944 2.0 -2.4 2.8
C 1.653 0.430 1.677 -0.9 -1.0 -0.8
C -1.175 -1.760 0.571 0.7 1.2 -1.7
C -1.062 -1.612 -0.983 -1.9 -1.1 -0.3
C 0.992 2.573 -0.486 1.9 1.0 -2.9
N 0.032 -1.336 1.240 1.4 0.8 2.5
N -1.003 -0.197 -1.428 -0.6 -0.2 3.6
O 1.597 0.461 2.881 0.5 0.2 -0.6
O 0.102 1.673 -1.078 -2.1 2.3 -0.4
H 2.406 0.752 0.934 0.6 0.5 1.0
H -1.974 -1.219 0.972 -1.5 0.8 0.6
H -1.312 -2.761 0.752 -0.5 -2.4 0.4
H -0.157 -2.144 -1.208 0.3 0.0 -0.9
H -1.997 -2.007 -1.556 1.8 0.1 1.4
H 1.979 2.204 -0.825 0.0 0.6 0.6
H 0.888 2.562 0.552 -0.2 0.0 1.8
H 0.869 3.627 -0.902 -0.2 -1.6 0.5
H 0.279 -1.646 2.281 -0.5 0.3 -2.9
H -1.844 0.200 -0.937 0.8 0.4 -0.9
H -1.084 -0.030 -2.401 -0.1 -0.1 -1.4
```
Positions in Å, forces in eV/Å.